# 1
Entry from the Open Molecules 2025 dataset: a cluster of 9 separate species, C26H40Cl4O21 in total (wB97M-V/def2-TZVPD).

ORCA input file:
```
! wB97M-V def2-TZVPD RIJCOSX def2/J DEFGRID3
* xyz 0 1
C -0.0221 6.4279 -0.2676
C 0.8207 5.2764 -0.7659
O 0.1134 4.0802 -0.4009
C 0.5193 2.8939 -0.8312
O -0.0513 1.8778 -0.5193
O 1.5572 2.9780 -1.6559
C 2.1733 1.7388 -2.0725
H 0.4661 7.3847 -0.4189
H -0.2549 6.2448 0.7820
H -0.9760 6.4241 -0.7991
H 1.7984 5.2814 -0.2783
H 0.9589 5.2953 -1.8444
H 2.5903 1.2429 -1.2023
H 2.9778 2.0141 -2.7442
H 1.4381 1.1020 -2.5544
O 2.5470 0.0949 0.9114
C 2.9297 0.7055 1.8479
O 3.5777 0.1787 2.9093
C 3.6632 1.1716 3.9496
C 3.2638 2.4753 3.2228
O 2.8167 2.0548 1.9427
H 3.0142 0.9477 4.7916
H 4.7019 1.1734 4.2751
H 4.0604 3.2152 3.2149
H 2.4314 2.9138 3.7740
O -2.9741 4.5621 -2.5514
C -2.5459 3.4584 -2.6073
O -1.6279 3.0435 -3.5295
C -1.1673 1.7698 -3.1332
C -2.2964 1.2337 -2.2530
O -2.9002 2.4492 -1.7873
H -0.9543 1.0543 -3.9305
H -0.2311 1.7960 -2.5668
H -1.8904 0.5904 -1.4812
H -3.0436 0.6919 -2.8238
O -0.6234 -0.3100 5.2307
C -0.7286 0.5659 4.4438
O 0.1847 1.5701 4.2924
C -0.2500 2.4719 3.2914
C -1.4082 1.7347 2.5958
O -1.7552 0.7471 3.5970
H -0.6299 3.4024 3.7100
H 0.5706 2.6327 2.5999
H -1.1446 1.2584 1.6559
H -2.2988 2.3440 2.4746
O 3.0196 -3.0576 0.6444
C 4.0252 -3.0058 1.2681
O 5.2541 -2.8545 0.7126
C 6.2557 -2.8923 1.7113
C 5.4582 -2.9919 3.0351
O 4.1068 -3.0570 2.6097
H 6.9078 -3.7552 1.5734
H 6.8867 -2.0052 1.6807
H 5.6081 -2.1045 3.6455
H 5.7306 -3.8901 3.5822
O 0.8207 -8.5194 -0.5980
C 0.7315 -7.3524 -0.4146
O 0.2984 -6.4567 -1.3286
C 0.4128 -5.1262 -0.7975
C 0.5582 -5.3954 0.7078
O 1.0801 -6.7248 0.7401
H 1.2716 -4.6326 -1.2478
H -0.5028 -4.5692 -0.9746
H -0.4288 -5.3237 1.1656
H 1.2360 -4.7238 1.2240
O -0.4629 -2.0090 -5.4054
C -1.5373 -2.1275 -4.9306
O -2.1677 -3.2997 -4.7054
C -3.4074 -3.0193 -4.0071
C -3.6550 -1.5736 -4.4077
O -2.3316 -1.0793 -4.5352
H -4.1502 -3.7415 -4.3307
H -3.2124 -3.1384 -2.9398
H -4.2261 -1.0593 -3.6394
H -4.1879 -1.5193 -5.3595
Cl -1.1746 -2.7613 1.7302
C -0.6047 -1.2053 1.1055
C 0.0147 -1.2729 -0.2723
Cl -1.0485 -2.0923 -1.4406
H 0.1388 -0.8203 1.7990
H -1.4717 -0.5488 1.0837
H 0.9568 -1.8131 -0.2372
H 0.1546 -0.2450 -0.6015
Cl -3.8507 0.6527 0.8115
C -5.6083 0.8965 0.6462
C -6.0142 1.5843 -0.6305
Cl -5.6752 0.5649 -2.0517
H -5.8930 1.5350 1.4832
H -6.1178 -0.0552 0.7602
H -5.5163 2.5339 -0.8059
H -7.0826 1.7927 -0.5518
*
```

The HOMO-LUMO gap comes out at 10.38 eV. Its SMILES is CCOC(=O)OC.O=C1OCCO1.O=C1OCCO1.O=C1OCCO1.O=C1OCCO1.O=C1OCCO1.O=C1OCCO1.ClCCCl.ClCCCl. The calculation puts the HOMO energy at -10.29 eV.


# 2
Entry from the Open Molecules 2025 dataset: a structure of composition C37H29BFN7ORe (wB97M-V/def2-TZVPD).

ORCA input file:
```
! wB97M-V def2-TZVPD RIJCOSX def2/J DEFGRID3
* xyz 0 2
Re 1.3572 -0.0557 0.0822
C 0.5911 -1.0269 4.6062
C 1.2620 -0.8043 3.2878
N 0.8457 0.0802 2.4498
N -0.1805 0.8511 2.7855
C -0.5044 1.6979 1.8142
O 0.1266 1.7960 0.7319
C -1.6889 2.5620 2.0585
C -2.5453 2.3186 3.1330
C -3.6670 3.1086 3.3190
C -3.9358 4.1503 2.4400
C -3.0856 4.3951 1.3714
C -1.9672 3.6011 1.1756
C 2.4405 -1.5317 2.8624
C 3.1804 -2.3519 3.7118
C 4.3564 -2.9101 3.2480
C 4.7753 -2.6255 1.9578
C 3.9692 -1.8255 1.1674
N 2.8221 -1.3136 1.5985
H -0.4583 -0.7591 4.5051
H 1.0261 -0.3893 5.3791
H 0.6762 -2.0668 4.9184
H -2.3112 1.5063 3.8036
H -4.3321 2.9188 4.1514
H -4.8121 4.7696 2.5843
H -3.2939 5.2126 0.6929
H -1.2959 3.7735 0.3438
H 2.8444 -2.5216 4.7241
H 4.9476 -3.5519 3.8879
H 5.7050 -3.0166 1.5714
H 4.2444 -1.5937 0.1483
N -7.7720 0.7786 -4.7006
C -6.7540 0.7063 -4.1720
C -5.4891 0.6077 -3.5090
C -5.2898 1.2457 -2.2865
C -4.0728 1.1334 -1.6369
C -3.0420 0.3969 -2.2084
C -3.2431 -0.2341 -3.4364
C -4.4588 -0.1358 -4.0855
C -1.7265 0.2239 -1.5362
C -1.6944 -0.6052 -0.4147
C -2.7986 -1.2809 0.1620
C -2.2984 -2.0837 1.1646
C -0.9116 -1.8790 1.1716
N -0.5346 -0.9937 0.2452
C -0.6268 0.8369 -2.1342
C -0.6408 1.6387 -3.3031
C 0.6646 1.9942 -3.5716
C 1.4468 1.4357 -2.5538
N 0.6895 0.7502 -1.6911
H -6.0931 1.8265 -1.8541
H -3.9165 1.6312 -0.6875
H -2.4347 -0.8086 -3.8697
H -4.6151 -0.6316 -5.0337
H -3.8260 -1.1736 -0.1447
H -2.8481 -2.7393 1.8198
H -0.1866 -2.3609 1.8097
H -1.5210 1.9062 -3.8635
H 1.0344 2.5912 -4.3884
H 2.5148 1.5150 -2.4269
B 5.3376 2.3033 -0.4436
C 4.0315 1.5512 -0.1522
N 3.0486 0.9438 -0.0346
H 5.0480 3.4129 -0.8195
H 5.8687 1.6617 -1.3241
H 6.0277 2.3492 0.5431
F 3.6801 -4.9136 -3.1274
C 3.1588 -3.8635 -2.4700
C 3.7435 -2.6215 -2.6155
C 3.2017 -1.5479 -1.9250
C 2.0913 -1.6922 -1.0855
C 1.5240 -2.9654 -0.9915
C 2.0500 -4.0545 -1.6697
H 4.6109 -2.5044 -3.2516
H 3.6757 -0.5805 -2.0473
H 0.6476 -3.1305 -0.3796
H 1.6069 -5.0377 -1.5816
*
```

Its energy above the lowest of the compared OMol25 structures with the same formula, charge and spin is 0.210 eV. The HOMO-LUMO gap (alpha / beta) comes out at 6.68 / 6.52 eV. The calculation puts the HOMO energy (alpha / beta) at -8.29 / -8.24 eV.


# 3
Entry from the Open Molecules 2025 dataset: a structure of composition C30H26AuGeIN2O3S2 (wB97M-V/def2-TZVPD).

ORCA input file:
```
! wB97M-V def2-TZVPD RIJCOSX def2/J DEFGRID3
* xyz -1 2
Au -0.3892 0.1226 0.2119
N 0.1481 -1.0712 3.1495
C 0.2962 -0.8118 4.4585
C -0.8175 -0.1028 4.8545
C -1.5877 0.0233 3.6860
N -0.9949 -0.5638 2.6521
H 0.8076 -1.4695 2.4745
H 1.1708 -1.1348 5.0025
H -1.0430 0.2713 5.8394
H -2.5473 0.5030 3.5552
C 1.2179 4.2319 4.3050
C 0.3507 4.9864 3.5232
C -0.0823 4.4992 2.2936
C 0.3409 3.2505 1.8288
C 1.1954 2.4966 2.6381
C 1.6391 2.9848 3.8617
Ge -0.2677 2.5584 0.0824
C -1.9908 3.4506 -0.2219
C -2.9635 3.4414 0.7803
C -4.1932 4.0582 0.5877
C -4.4776 4.6722 -0.6246
C -3.5305 4.6687 -1.6392
C -2.2945 4.0651 -1.4369
C 0.9243 3.3364 -1.2804
C 1.5613 4.5555 -1.0448
C 2.3929 5.1229 -2.0042
C 2.6069 4.4696 -3.2124
C 1.9750 3.2573 -3.4629
C 1.1352 2.6997 -2.5045
H 1.5626 4.6179 5.2577
H 0.0091 5.9545 3.8714
H -0.7640 5.0919 1.6906
H 1.5201 1.5129 2.3066
H 2.3118 2.3886 4.4686
H -2.7512 2.9521 1.7271
H -4.9374 4.0429 1.3756
H -5.4444 5.1376 -0.7830
H -3.7560 5.1310 -2.5931
H -1.5519 4.0796 -2.2282
H 1.4175 5.0607 -0.0943
H 2.8800 6.0701 -1.8038
H 3.2652 4.9034 -3.9555
H 2.1443 2.7455 -4.4033
H 0.6424 1.7537 -2.7091
I 5.5991 4.4506 0.5436
C 4.7240 2.5450 0.6172
C 5.0439 1.6845 1.6593
C 4.4103 0.4501 1.7241
C 3.4484 0.0933 0.7818
C 3.1691 0.9594 -0.2641
C 3.8152 2.1850 -0.3630
C 2.7011 -1.2049 0.9734
O 3.3185 -2.1830 1.3916
O 1.4346 -1.1661 0.7320
H 5.7798 1.9629 2.4027
H 4.6481 -0.2540 2.5119
H 2.4403 0.6777 -1.0147
H 3.5866 2.8533 -1.1832
C -2.6970 -2.5762 0.0998
O -3.7333 -1.5833 0.1011
C -3.6724 -0.4840 -0.6754
S -5.0767 0.3537 -0.9017
S -2.1984 -0.0193 -1.4591
H -3.1914 -3.5100 0.3536
H -1.9458 -2.3410 0.8469
H -2.2274 -2.6540 -0.8772
*
```

Its energy above the lowest of the compared OMol25 structures with the same formula, charge and spin is 0.226 eV. The HOMO-LUMO gap (alpha / beta) comes out at 6.50 / 6.05 eV. The calculation puts the HOMO energy (alpha / beta) at -4.44 / -5.03 eV.


# 4
Entry from the Open Molecules 2025 dataset: a structure of composition C4H6OS2 (wB97M-V/def2-TZVPD).

ORCA input file:
```
! wB97M-V def2-TZVPD RIJCOSX def2/J DEFGRID3
* xyz 0 1
C -0.5915 -0.5725 0.3846
C 0.0487 -1.5050 -0.6611
C 0.5314 0.4427 0.5580
C 1.0543 1.4551 -0.3512
H -2.8980 0.3474 1.1904
H -0.9329 -1.0162 1.4051
H 0.0753 -0.7998 -1.6800
H -0.2687 -2.5329 -0.7863
H 0.5334 0.9723 1.5827
H 0.9878 1.2671 -1.5124
O 1.6497 2.4563 -0.0870
S -1.8760 0.5503 -0.1633
S 1.6865 -1.0648 0.1207
*
```

Its energy above the lowest of the compared OMol25 structures with the same formula, charge and spin is 3.717 eV. The HOMO-LUMO gap comes out at 8.99 eV. The calculation puts the HOMO energy at -9.33 eV.


# 5
Entry from the Open Molecules 2025 dataset: a structure of composition C34H44NOP2S5SbSe4TcTe (wB97M-V/def2-TZVPD).

ORCA input file:
```
! wB97M-V def2-TZVPD RIJCOSX def2/J DEFGRID3
* xyz 2 2
Tc -0.5730 -0.7929 0.8406
C -1.5126 -2.5946 3.9608
P -0.6989 -1.1871 3.1616
C -1.4813 0.2264 3.9908
C 1.0184 -1.3852 3.7531
C 1.3214 -1.3513 5.1123
C 2.6065 -1.6343 5.5460
C 3.5969 -1.9600 4.6289
C 3.3080 -1.9836 3.2736
C 2.0196 -1.6965 2.8295
P 1.5609 -1.7401 1.0699
C 2.8722 -0.8580 0.1674
C 1.8797 -3.4631 0.5848
H -1.4775 -2.4057 5.0355
H -0.9964 -3.5248 3.7342
H -2.5559 -2.6682 3.6584
H -1.1938 0.2613 5.0427
H -2.5597 0.0781 3.9150
H -1.2020 1.1615 3.5094
H 0.5504 -1.1119 5.8349
H 2.8389 -1.6103 6.6021
H 4.5970 -2.1908 4.9700
H 4.0884 -2.2348 2.5651
H 3.8537 -1.1743 0.5201
H 2.7693 0.2170 0.3054
H 2.7849 -1.0883 -0.8954
H 2.9300 -3.7002 0.7560
H 1.6479 -3.6119 -0.4715
H 1.2457 -4.1117 1.1868
Se -5.1747 -2.4452 -1.5682
Sb -4.1031 -1.7661 0.4250
Se -2.3549 0.3006 -0.2766
Se -1.7013 -2.7400 0.2466
Se -5.0000 -1.5154 2.6056
C 1.7420 1.9353 2.5347
C 0.8582 2.0413 1.3184
O 0.7629 3.1532 0.7197
N 0.1571 1.0053 0.9060
Te -0.9665 2.2402 -0.7127
C -2.3002 3.5463 -1.7804
C -2.5588 4.7625 -1.1473
C -2.1228 5.0847 0.2566
C -3.2511 5.7230 -1.8791
C -3.6649 5.4842 -3.1823
C -4.3871 6.5364 -3.9690
C -3.4152 4.2359 -3.7499
C -2.7283 3.2376 -3.0756
C -2.5338 1.8931 -3.7178
C 0.4546 1.6994 -2.2077
C 1.2919 2.7928 -2.5237
C 1.0988 4.2145 -2.0682
C 2.4091 2.5648 -3.3250
C 2.7208 1.3146 -3.8212
C 3.9295 1.0785 -4.6747
C 1.8511 0.2681 -3.5316
C 0.7205 0.4247 -2.7462
C -0.1390 -0.7899 -2.5551
H 2.3790 2.8127 2.5918
H 2.3479 1.0319 2.5038
H 1.1099 1.8871 3.4223
H -1.9478 4.1881 0.8562
H -2.8902 5.6585 0.7737
H -1.2052 5.6773 0.2675
H -3.4603 6.6761 -1.4085
H -4.4135 7.4828 -3.4340
H -5.4137 6.2226 -4.1637
H -3.9035 6.6907 -4.9337
H -3.7728 4.0249 -4.7510
H -2.9816 1.8811 -4.7095
H -3.0275 1.1083 -3.1392
H -1.4784 1.6463 -3.8367
H 0.0957 4.4542 -1.7319
H 1.3026 4.8948 -2.8954
H 1.7914 4.4605 -1.2640
H 3.0483 3.4090 -3.5563
H 4.5802 1.9496 -4.6967
H 3.6237 0.8516 -5.6974
H 4.4991 0.2236 -4.3096
H 2.0478 -0.7124 -3.9503
H 0.1587 -1.5767 -3.2474
H -1.1991 -0.6008 -2.7169
H -0.0001 -1.2046 -1.5491
C 1.9416 -6.9181 3.0322
S 0.2721 -6.2075 2.8782
C -0.1952 -6.5211 1.2238
C -1.2456 -5.8882 0.6376
S -2.2059 -4.6823 1.4278
S -1.6709 -6.3668 -0.9962
C -0.3687 -7.4968 -1.2071
S -0.0441 -8.3054 -2.5781
S 0.5949 -7.7224 0.2420
H 1.9609 -7.5076 3.9441
H 2.6668 -6.1106 3.0973
H 2.1701 -7.5559 2.1860
*
```

Its energy above the lowest of the compared OMol25 structures with the same formula, charge and spin is 3.131 eV. The HOMO-LUMO gap (alpha / beta) comes out at 4.78 / 4.73 eV. The calculation puts the HOMO energy (alpha / beta) at -12.14 / -12.11 eV.


# 6
Entry from the Open Molecules 2025 dataset: a structure of composition C11H16BClMgN6 (wB97M-V/def2-TZVPD).

ORCA input file:
```
! wB97M-V def2-TZVPD RIJCOSX def2/J DEFGRID3
* xyz 0 1
H -0.4198 3.0132 0.8436
N -0.0373 1.6534 -0.7716
B 0.7206 0.6416 -2.9738
N 0.5942 1.8432 -1.9890
C 0.9592 3.1297 -2.1180
Mg -1.0790 -0.4685 0.0047
H 1.4575 3.4482 -3.0487
C 0.5916 3.8119 -0.9872
H 0.7459 4.8726 -0.7743
C -0.0231 2.8490 -0.1477
H 1.1497 0.9815 -4.0381
C -0.9575 -2.4366 0.0438
H -1.4642 -2.2974 1.0086
H -0.0350 -2.9200 0.1531
H -1.6750 -2.7832 -0.6689
N -0.7662 0.0535 -3.1936
N 1.5844 -0.5032 -2.3376
N -1.3877 -0.3885 -1.9708
N 1.1802 -1.1969 -1.2233
C -1.6071 -0.1062 -4.2444
C 2.8000 -0.9327 -2.7375
H -1.2436 0.2247 -5.2976
H 3.2548 -0.4837 -3.6209
C -2.8029 -0.6635 -3.7436
C 3.2221 -1.9228 -1.8655
C -2.6166 -0.8200 -2.2947
C 2.1717 -2.0542 -0.9056
H -3.7402 -0.9638 -4.2713
H 4.1466 -2.4663 -1.8920
H -3.2180 -1.1933 -1.4811
H 2.1626 -2.7206 -0.0561
H -2.7768 0.9446 0.7605
Cl -0.4243 0.6422 2.6517
C 0.4780 -0.0879 1.4081
H 1.1798 0.6092 0.9277
H 0.8790 -1.0584 1.7227
*
```

Its energy above the lowest of the compared OMol25 structures with the same formula, charge and spin is 7.656 eV. The HOMO-LUMO gap (alpha / beta) comes out at 4.57 / 5.71 eV. The calculation puts the HOMO energy (alpha / beta) at -6.99 / -8.17 eV.


# 7
Entry from the Open Molecules 2025 dataset: a structure of composition CH2FIS (wB97M-V/def2-TZVPD).

ORCA input file:
```
! wB97M-V def2-TZVPD RIJCOSX def2/J DEFGRID3
* xyz 0 1
C 0.0641 0.4673 0.0652
F 0.2759 1.0471 1.2937
S 1.3217 -0.9328 -0.2681
I -2.0789 -0.1605 -0.0507
H 0.0840 1.4747 -0.8270
H 0.3332 -1.8957 -0.2132
*
```

Its energy above the lowest of the compared OMol25 structures with the same formula, charge and spin is 1.051 eV. The HOMO-LUMO gap comes out at 9.36 eV. The calculation puts the HOMO energy at -9.89 eV.


# 8
Entry from the Open Molecules 2025 dataset: a cluster of 4 separate species, C20H53FN5O4P in total (wB97M-V/def2-TZVPD).

ORCA input file:
```
! wB97M-V def2-TZVPD RIJCOSX def2/J DEFGRID3
* xyz 0 1
C -1.5786 -4.5084 2.1713
C -0.5160 -3.4887 2.5349
O 0.2251 -3.1749 1.3655
C 1.5698 -2.8130 1.6038
P 2.3958 -2.2714 -0.0012
C 0.8918 -1.9294 -1.0058
C 2.8402 -0.5425 0.4943
C -1.0377 -2.1713 3.1448
F -0.9781 -2.2695 4.5319
N -2.3988 -1.8311 2.8159
C -2.5404 -1.2028 1.5002
C -3.7802 -0.3186 1.4638
N -4.1728 0.0492 0.0968
H -1.9823 -4.9784 3.0704
H -2.4106 -4.0567 1.6317
H -1.1213 -5.2780 1.5476
H 0.1409 -3.9125 3.3068
H 2.1320 -3.6651 2.0115
H 1.6164 -2.0013 2.3444
H 0.2029 -2.7682 -0.9049
H 1.2028 -1.8590 -2.0515
H 0.3820 -1.0047 -0.7237
H 2.8022 -0.4010 1.5766
H 2.1819 0.1888 0.0175
H 3.8668 -0.3457 0.1825
H -0.3391 -1.3698 2.8481
H -2.7381 -1.1999 3.5355
H -1.6472 -0.6094 1.2362
H -2.6338 -1.9769 0.7276
H -4.5996 -0.8617 1.9481
H -3.6050 0.5875 2.0559
H -3.5596 -0.4062 -0.5723
H -4.0909 1.0446 -0.0667
C -2.1153 -1.0570 -3.1185
O -2.4717 -2.2552 -2.4589
C -3.8418 -2.6038 -2.5517
C -4.2322 -3.3653 -3.8207
C -4.2782 -2.4971 -5.0727
N -3.3822 -4.5273 -4.0764
H -2.9178 -0.3125 -3.0442
H -1.8930 -1.2127 -4.1773
H -1.2243 -0.6690 -2.6291
H -4.0378 -3.2479 -1.6903
H -4.4557 -1.6998 -2.4389
H -5.2438 -3.7431 -3.6357
H -3.2720 -2.2765 -5.4325
H -4.7999 -3.0241 -5.8705
H -4.7906 -1.5518 -4.8849
H -3.4516 -5.1874 -3.3094
H -2.4124 -4.2254 -4.0924
C 5.9454 1.6760 -0.5569
O 5.5541 1.6762 0.8008
C 6.2533 2.5672 1.6479
C 5.6876 3.9919 1.6583
C 6.0105 4.7978 0.4058
N 4.2422 4.0235 1.8867
H 7.0233 1.8434 -0.6564
H 5.4206 2.4348 -1.1426
H 5.7047 0.6952 -0.9656
H 6.1515 2.1507 2.6531
H 7.3211 2.5747 1.3914
H 6.1579 4.4939 2.5112
H 5.3903 4.4814 -0.4340
H 5.8064 5.8533 0.5813
H 7.0576 4.6877 0.1185
H 4.0234 3.6166 2.7900
H 3.7965 3.4210 1.2002
C -2.9005 2.9975 0.8757
O -2.3202 3.1965 -0.3966
C -1.0903 3.9009 -0.4107
C 0.1411 3.0184 -0.1907
C 0.3186 2.5471 1.2486
N 0.1666 1.8527 -1.0748
H -2.7287 3.8602 1.5282
H -2.5143 2.1051 1.3772
H -3.9735 2.8790 0.7273
H -1.0229 4.3490 -1.4048
H -1.1140 4.7143 0.3263
H 1.0070 3.6383 -0.4487
H -0.3855 1.7478 1.4885
H 1.3226 2.1461 1.3878
H 0.1686 3.3622 1.9585
H 0.1920 2.1478 -2.0456
H -0.7134 1.3539 -0.9696
*
```

The HOMO-LUMO gap comes out at 8.99 eV. Its SMILES is C[C@@H](OCP(C)C)[C@H](F)NCCN.COC[C@@H](C)N.COC[C@@H](C)N.COC[C@@H](C)N. The calculation puts the HOMO energy at -8.33 eV.


Values of max |F|, in order: 1.9, 3.2, 0.6, 5.2, 3.3, 5.0, 4.4, 0.4, all in eV/A.
Values of electronic energy, in order: -120699.1489, -56841.0299, -130636.2212, -27959.5617, -389663.7552, -39245.8730, -22721.2492, -49244.0396, all in eV.